One molecule with the formula C3H6O, computed with ωB97M-V/def2-TZVPD.

Values from the calculation:
Structure (SMILES): CCC=O
F_max, eV Å⁻¹: 0.50
Spin multiplicity: 1
LUMO, eV: 1.047
Charge: 0
HOMO energy, eV: -9.8
Relative energy (zero: lowest compared OMol25 entry of this formula, charge and spin), kJ/mol: 43.0

Atoms and positions in Å:
C -0.035 -0.491 0.472
C 0.623 0.791 0.910
O 1.813 0.973 0.985
C -0.439 -0.276 -1.002
H 0.665 -1.322 0.597
H -0.099 1.623 1.082
H -0.918 -0.682 1.093
H -0.524 0.795 -1.225
H 0.318 -0.680 -1.678
H -1.403 -0.732 -1.235


C17H15Br2N4O4SSn as an isolated structure in a non-equilibrium geometry, computed with ωB97M-V/def2-TZVPD.

Values from the calculation:
F_max, eV Å⁻¹: 1.09
Spin multiplicity: 1
LUMO, eV: -12.174
Charge: +3
HOMO energy, eV: -17.3
Relative energy (zero: lowest compared OMol25 entry of this formula, charge and spin), kJ/mol: 0.0

Atoms and positions in Å:
Sn -0.469 0.155 0.554
Br 1.981 0.604 -0.655
C 1.989 2.518 -0.271
Br 0.206 3.074 0.162
H 2.283 2.987 -1.205
H 2.664 2.717 0.554
C -4.255 -0.047 -2.923
N -3.153 -1.003 -2.706
C -2.711 -1.922 -3.629
C -1.701 -2.616 -3.057
N -1.544 -2.121 -1.769
C -2.446 -1.123 -1.582
S -2.714 -0.117 -0.179
C -0.671 -2.723 -0.820
C -0.544 -4.097 -0.802
C 0.356 -4.680 0.081
C 1.100 -3.867 0.925
C 0.904 -2.507 0.868
N 0.034 -1.933 0.007
H -4.542 -0.100 -3.968
H -3.910 0.956 -2.682
H -5.100 -0.319 -2.294
H -3.131 -2.006 -4.617
H -1.075 -3.387 -3.471
H -1.152 -4.712 -1.451
H 0.460 -5.757 0.113
H 1.816 -4.276 1.625
H 1.452 -1.839 1.524
O 0.542 0.608 2.281
C -0.273 -0.072 3.070
O -1.175 -0.683 2.405
C -0.123 -0.113 4.493
C 0.984 0.501 5.100
C 1.117 0.445 6.469
C 0.140 -0.224 7.189
C -0.969 -0.828 6.620
C -1.102 -0.775 5.251
N 0.294 -0.303 8.677
O -0.464 -1.046 9.246
O 1.162 0.379 9.156
H 1.721 1.022 4.504
H 1.941 0.911 6.989
H -1.691 -1.326 7.250
H -1.946 -1.245 4.766


A 2-piece molecular cluster, C6H10N2O overall in a non-equilibrium geometry, computed with ωB97M-V/def2-TZVPD.

Values from the calculation:
Structure (SMILES): C=C(C)N=C=O.[H]/N=C\C
F_max, eV Å⁻¹: 2.94
Spin multiplicity: 1
LUMO, eV: 0.432
Charge: 0
HOMO energy, eV: -8.4
Relative energy (zero: lowest compared OMol25 entry of this formula, charge and spin), kJ/mol: 290.4

Atoms and positions in Å:
C -1.717 2.049 0.566
C 1.467 -2.406 -0.362
C 0.257 -0.557 -1.623
C 1.219 1.028 0.560
C -1.092 0.687 0.610
C 1.171 -0.975 -0.675
N 1.684 -0.062 0.170
N -1.193 -0.195 1.504
O 1.369 2.115 0.982
H -1.662 0.136 2.354
H -2.535 2.064 -0.159
H -1.005 2.806 0.242
H -2.099 2.336 1.549
H 2.489 -2.645 -0.665
H 1.385 -2.585 0.709
H 0.401 0.402 -2.105
H -0.215 -1.292 -2.261
H -0.709 0.164 -0.503
H 0.787 -3.071 -0.892


C5H12NO as an isolated structure in a non-equilibrium geometry, computed with ωB97M-V/def2-TZVPD.

Values from the calculation:
F_max, eV Å⁻¹: 5.44
Spin multiplicity: 1
LUMO, eV: 1.997
Charge: -1
HOMO energy, eV: -2.5
Relative energy (zero: lowest compared OMol25 entry of this formula, charge and spin), kJ/mol: 546.1

Atoms and positions in Å:
C -3.948 -0.970 -0.216
N -3.651 -0.212 0.949
C 0.341 1.513 0.032
C 0.680 0.282 -0.880
C 1.347 -0.792 -0.016
C 2.761 -0.078 0.686
O 3.424 0.628 -0.230
H -4.159 -2.038 -0.014
H -2.745 -0.736 0.468
H -4.122 -0.637 -1.237
H 1.567 -1.661 -0.685
H 1.193 1.852 0.623
H -0.570 1.410 0.642
H 0.071 2.409 -0.623
H 1.625 0.650 -1.445
H -0.203 0.032 -1.493
H 0.672 -1.040 0.779
H 3.380 -1.045 0.983
H 2.335 0.432 1.677


| no. | Kohn-Sham gap (eV) |
| --- | --- |
| 1 | 10.880 |
| 2 | 5.124 |
| 3 | 8.797 |
| 4 | 4.447 |